1.
2 unconnected molecules or ions with the total composition C3H9NO at a distorted geometry, computed with ωB97M-V/def2-TZVPD.

```
14
Properties=species:S:1:pos:R:3:forces:R:3:nbo_charge:R:1
C 0.935161 0.861388 2.908668 -0.8 0.3 -2.7 -0.3674
C 1.948514 0.015096 3.074023 1.8 0.8 1.0 -0.4173
H 0.644669 1.182222 1.832006 1.2 0.8 2.1 0.1963
H 0.284050 1.168830 3.703743 -1.2 -1.0 0.1 0.1953
H 3.005522 0.318103 2.855044 -1.1 -1.1 -1.7 0.2122
H 1.938447 -0.729715 3.841340 0.0 0.2 1.2 0.1805
N 0.249400 -0.066866 -1.870218 2.6 1.3 0.1 -0.8988
C -0.890081 -0.848561 -1.657311 -2.3 2.7 0.6 0.0790
O -2.072151 0.068025 -1.992552 1.7 -2.3 -0.2 -0.7313
H 0.123859 0.894104 -2.213727 -0.2 -0.9 0.6 0.3924
H 0.942662 -0.146645 -1.127338 -0.3 0.4 -0.4 0.3693
H -0.757910 -1.678746 -2.337658 -1.2 -0.8 0.3 0.1620
H -1.102162 -1.005709 -0.589059 0.4 -0.9 -0.5 0.1693
H -2.209292 -0.246125 -2.884677 -0.8 0.4 -0.5 0.4586
```
Forces are in eV/Å.

Summary:
HOMO-LUMO gap, hartree: 0.36279
SMILES: C=C.NCO
HOMO level, eV: -9.06
Energy above the lowest of the compared OMol25 structures with the same formula, charge and spin, kcal per mole: 93.1
E_tot, a.u.: -249.5653
LUMO level, eV: 0.814

2.
2 unconnected molecules or ions with the total composition C3H9NO at a distorted geometry, computed with ωB97M-V/def2-TZVPD.

```
14
Properties=species:S:1:pos:R:3:forces:R:3:nbo_charge:R:1
C -0.504214 -0.924998 -1.919704 -1.4 1.8 -1.1 -0.6197
C -0.383453 0.582191 -1.399015 -0.1 -1.4 2.2 -0.2558
C -2.716888 0.885996 -1.087803 1.1 1.1 -0.6 -0.0781
N -1.562713 0.946105 -0.496043 -1.8 -0.5 -2.1 -0.3843
H -0.146808 -1.594508 -1.193464 0.1 -0.9 1.1 0.2107
H -1.593360 -1.204324 -2.237532 2.0 0.6 0.7 0.2076
H 0.148953 -1.057677 -2.783976 -0.1 0.1 -0.1 0.2104
H -0.323642 1.276820 -2.227799 0.0 0.2 -0.1 0.1933
H 0.521576 0.719541 -0.673423 -1.4 -0.4 -1.7 0.2042
H -2.904291 0.695394 -2.195618 0.8 -0.2 1.1 0.1352
H -3.667766 1.264511 -0.674770 0.7 -0.4 0.8 0.1764
H 4.525359 -1.327025 5.480115 -1.2 -1.5 -0.3 0.4788
H 3.923728 0.167605 5.756990 0.1 -1.2 -0.2 0.4854
O 4.683519 -0.429631 5.652040 1.1 2.7 0.5 -0.9641
```
Forces are in eV/Å.

Summary:
HOMO-LUMO gap, hartree: 0.39778
SMILES: C=NCC.O
HOMO level, eV: -9.76
Energy above the lowest of the compared OMol25 structures with the same formula, charge and spin, kcal per mole: 52.7
E_tot, a.u.: -249.6297
LUMO level, eV: 1.064

3.
C3H9NO in the gas phase, computed with ωB97M-V/def2-TZVPD.

```
14
Properties=species:S:1:pos:R:3:forces:R:3:nbo_charge:R:1
C -0.438277 1.408878 0.079864 -0.3 -0.4 0.3 -0.6176
C -0.317328 -0.056394 -0.361770 -0.1 0.4 -0.1 -0.0736
C 0.919529 -0.697124 0.267335 -0.1 -0.6 0.2 -0.0728
H -0.615895 1.459362 1.168453 0.0 -0.1 -0.3 0.1962
H -1.285312 1.886794 -0.417971 0.2 0.0 0.0 0.2185
H 0.485328 1.945702 -0.118199 0.0 0.1 -0.1 0.2262
H -0.191492 -0.071655 -1.458207 0.0 0.0 0.2 0.1725
H -1.753351 -0.746500 0.933598 0.0 0.0 -0.2 0.3508
H -1.479717 -1.751586 -0.327832 0.0 -0.1 0.0 0.3549
H 1.008901 -1.759579 -0.057697 -0.2 0.5 0.2 0.1543
H 0.812313 -0.686694 1.364852 0.1 0.0 -0.3 0.1718
H 2.295524 -0.147998 -0.976787 0.0 0.2 0.6 0.4624
N -1.559288 -0.776698 -0.067123 0.2 0.2 0.2 -0.8279
O 2.119060 -0.006507 -0.028519 0.2 -0.1 -0.7 -0.7156
```
Forces are in eV/Å.

Summary:
HOMO-LUMO gap, hartree: 0.37768
SMILES: C[C@H](N)CO
HOMO level, eV: -9.33
Energy above the lowest of the compared OMol25 structures with the same formula, charge and spin, kcal per mole: 16.8
E_tot, a.u.: -249.6870
LUMO level, eV: 0.948